(1)
{
  "formula": "C27H54I2N3O11S",
  "method": "ωB97M-V/def2-TZVPD",
  "lumo_ev": -3.1,
  "molar_mass_g_mol": 882.6,
  "total_energy_ev": -82891.2816,
  "charge": 1,
  "gap_ev": 7.9,
  "elements": ["C", "N", "C", "C", "O", "C", "C", "N", "C", "I", "C", "S", "N", "C", "C", "O", "I", "H", "H", "H", "H", "H", "H", "H", "H", "H", "H", "H", "H", "C", "O", "C", "C", "O", "C", "C", "O", "C", "H", "H", "H", "H", "H", "H", "H", "H", "H", "H", "H", "H", "H", "H", "C", "O", "C", "C", "O", "C", "C", "O", "C", "H", "H", "H", "H", "H", "H", "H", "H", "H", "H", "H", "H", "H", "H", "C", "O", "C", "C", "O", "C", "C", "O", "C", "H", "H", "H", "H", "H", "H", "H", "H", "H", "H", "H", "H", "H", "H"],
  "coordinates": [[2.708, -2.321, -1.422], [1.848, -1.162, -1.061], [1.979, -0.187, -2.184], [0.513, -1.639, -0.994], [0.142, -2.642, -1.556], [-0.578, -0.848, -0.208], [-1.639, -0.475, -1.240], [-1.529, 0.726, -1.768], [-2.574, 0.843, -2.695], [-2.901, 2.525, -3.896], [-3.284, -0.302, -2.648], [-4.730, -0.638, -3.632], [-2.667, -1.178, -1.693], [-3.027, -2.536, -1.230], [-3.128, -3.601, -2.357], [-4.079, -3.675, -3.067], [-1.573, -5.075, -2.691], [2.521, -2.701, -2.436], [3.743, -1.947, -1.409], [2.607, -3.115, -0.675], [2.312, -0.652, -3.123], [2.748, 0.541, -1.886], [1.047, 0.355, -2.401], [-0.098, 0.053, 0.201], [-0.998, -1.443, 0.610], [-0.836, 1.428, -1.552], [-4.814, 0.411, -4.492], [-2.220, -2.858, -0.557], [-3.955, -2.540, -0.616], [2.266, 3.276, 7.591], [1.912, 3.340, 6.225], [2.976, 3.829, 5.424], [2.703, 3.550, 3.961], [3.036, 2.220, 3.571], [2.132, 1.205, 3.984], [0.855, 1.177, 3.169], [-0.057, 2.159, 3.632], [-1.072, 2.421, 2.696], [2.542, 4.266, 7.969], [1.402, 2.915, 8.146], [3.094, 2.575, 7.742], [3.920, 3.356, 5.718], [3.048, 4.913, 5.580], [3.357, 4.193, 3.369], [1.675, 3.797, 3.691], [1.925, 1.270, 5.053], [2.661, 0.265, 3.810], [0.372, 0.194, 3.278], [1.092, 1.353, 2.111], [-0.645, 2.836, 1.772], [-1.746, 3.158, 3.126], [-1.642, 1.509, 2.469], [8.241, 2.776, -3.281], [7.717, 1.767, -4.118], [6.928, 0.837, -3.399], [6.103, -0.003, -4.353], [4.912, 0.647, -4.791], [5.091, 1.672, -5.766], [5.377, 1.135, -7.153], [6.745, 0.790, -7.276], [6.984, -0.046, -8.388], [8.868, 2.343, -2.494], [8.849, 3.438, -3.894], [7.431, 3.363, -2.833], [6.263, 1.364, -2.703], [7.605, 0.183, -2.833], [5.761, -0.888, -3.809], [6.696, -0.352, -5.199], [5.849, 2.390, -5.448], [4.136, 2.202, -5.801], [5.154, 1.911, -7.897], [4.747, 0.257, -7.343], [6.457, -1.000, -8.273], [8.053, -0.245, -8.435], [6.673, 0.442, -9.319], [-6.593, -2.308, 0.021], [-6.799, -2.609, 1.377], [-5.588, -2.945, 2.032], [-5.764, -2.911, 3.537], [-5.676, -1.602, 4.080], [-6.813, -0.765, 3.882], [-7.978, -1.119, 4.782], [-8.699, -2.216, 4.246], [-9.543, -2.815, 5.206], [-6.151, -3.159, -0.515], [-7.561, -2.081, -0.421], [-5.946, -1.424, -0.080], [-4.794, -2.240, 1.742], [-5.307, -3.962, 1.721], [-4.933, -3.463, 3.983], [-6.686, -3.408, 3.844], [-7.110, -0.744, 2.832], [-6.477, 0.240, 4.147], [-8.661, -0.262, 4.848], [-7.605, -1.365, 5.784], [-8.953, -3.234, 6.029], [-10.082, -3.626, 4.720], [-10.267, -2.092, 5.597]]
}

***

(2)
{
  "formula": "C27H54P2PtSi",
  "method": "ωB97M-V/def2-TZVPD",
  "lumo_ev": [-5.9, -9.7],
  "s2": 6.018,
  "e_above_lowest_ev": 2.431,
  "molar_mass_g_mol": 663.8,
  "total_energy_ev": -58556.7357,
  "charge": 2,
  "gap_ev": [6.1, 3.4],
  "multiplicity": 5,
  "elements": ["Pt", "C", "C", "C", "C", "C", "C", "H", "H", "H", "C", "H", "H", "H", "C", "H", "H", "H", "C", "H", "H", "H", "C", "H", "H", "H", "C", "C", "C", "C", "C", "C", "C", "C", "H", "H", "H", "H", "H", "H", "H", "H", "H", "H", "H", "H", "P", "C", "H", "H", "H", "C", "H", "H", "H", "C", "H", "H", "H", "P", "C", "H", "H", "H", "C", "H", "H", "H", "C", "H", "H", "H", "C", "Si", "C", "C", "H", "H", "H", "H", "H", "H", "H", "H", "H"],
  "coordinates": [[-1.051, -0.482, -2.003], [-2.489, 1.896, -0.109], [-2.998, 1.081, -1.135], [-2.316, -0.256, 0.661], [-2.116, 1.074, 0.997], [-2.774, -0.348, -0.750], [-2.469, 3.375, -0.122], [-2.279, 3.774, -1.127], [-1.699, 3.778, 0.552], [-3.440, 3.774, 0.211], [-1.765, 1.586, 2.345], [-1.312, 2.583, 2.318], [-1.068, 0.934, 2.888], [-2.669, 1.670, 2.957], [-2.309, -1.374, 1.632], [-3.264, -1.406, 2.194], [-1.487, -1.266, 2.358], [-2.177, -2.339, 1.138], [-3.702, -1.427, -1.206], [-4.750, -1.128, -1.093], [-3.536, -2.351, -0.638], [-3.532, -1.665, -2.260], [-3.739, 1.527, -2.329], [-4.722, 1.943, -2.062], [-3.904, 0.698, -3.027], [-3.187, 2.318, -2.860], [0.811, 0.365, -2.115], [-0.230, 1.331, -2.505], [-0.507, 1.677, -3.946], [-1.254, 0.600, -4.797], [-1.459, -0.704, -4.054], [-0.371, -1.575, -3.674], [1.040, -1.252, -4.102], [1.710, -0.182, -3.177], [0.432, 1.953, -4.428], [-0.745, 0.431, -5.759], [-1.162, 2.555, -3.970], [2.104, 0.619, -3.817], [1.259, 0.556, -1.128], [-0.401, 2.129, -1.781], [2.546, -0.679, -2.677], [1.628, -2.187, -4.029], [-0.610, -2.648, -3.616], [1.086, -0.962, -5.167], [-2.254, 0.987, -5.072], [-2.432, -1.177, -4.236], [1.745, 2.348, 1.044], [1.849, 3.491, 2.504], [2.807, 4.027, 2.445], [1.787, 2.947, 3.453], [1.029, 4.211, 2.455], [3.545, 1.971, 1.143], [4.068, 2.904, 1.392], [3.877, 1.608, 0.169], [3.751, 1.211, 1.905], [1.911, 3.712, -0.189], [2.201, 3.309, -1.162], [2.670, 4.430, 0.156], [0.947, 4.226, -0.292], [1.251, -3.071, 1.026], [-0.127, -3.735, -0.022], [0.242, -4.403, -0.812], [-0.617, -2.881, -0.522], [-0.884, -4.275, 0.558], [2.375, -2.745, -0.408], [1.792, -2.455, -1.297], [2.984, -3.618, -0.669], [3.040, -1.907, -0.166], [1.919, -4.545, 1.882], [2.366, -5.251, 1.178], [1.095, -5.025, 2.432], [2.678, -4.227, 2.612], [0.244, -2.242, 4.220], [1.215, -0.762, 3.565], [1.122, 0.662, 4.815], [3.019, -1.170, 3.217], [-0.514, -1.868, 4.929], [0.948, -2.900, 4.755], [-0.264, -2.820, 3.436], [0.972, 0.200, 5.806], [2.068, 1.224, 4.822], [0.293, 1.358, 4.626], [3.639, -0.335, 3.589], [3.281, -2.086, 3.777], [3.237, -1.322, 2.150]]
}

***

(3)
{
  "formula": "C27H56As3InN4OPSSe3Te",
  "method": "ωB97M-V/def2-TZVPD",
  "lumo_ev": -2.1,
  "e_above_lowest_ev": 0.254,
  "molar_mass_g_mol": 1219.9,
  "total_energy_ev": -448061.9831,
  "charge": 1,
  "gap_ev": 7.2,
  "elements": ["In", "C", "As", "C", "C", "C", "C", "C", "As", "C", "C", "C", "As", "C", "C", "H", "H", "H", "H", "H", "H", "H", "H", "H", "H", "H", "H", "H", "H", "H", "H", "H", "H", "H", "H", "H", "H", "H", "H", "H", "H", "H", "Se", "Se", "Te", "Se", "N", "C", "N", "C", "C", "C", "C", "C", "C", "S", "H", "H", "H", "H", "H", "H", "C", "P", "C", "C", "O", "H", "H", "H", "H", "H", "H", "H", "H", "H", "C", "C", "N", "C", "C", "C", "C", "N", "H", "H", "H", "H", "H", "H", "H", "H", "H", "H", "H", "H", "H", "H"],
  "coordinates": [[-1.192, 0.350, 0.102], [2.681, 1.531, 3.437], [1.482, 0.267, 2.548], [0.856, -0.625, 4.170], [2.723, -1.172, 2.015], [3.571, -0.987, 0.754], [4.256, 0.375, 0.724], [2.737, -1.189, -0.534], [1.281, 0.021, -1.084], [2.202, 1.680, -1.496], [1.095, -0.634, -2.903], [4.625, -2.117, 0.714], [6.193, -2.308, 1.922], [7.353, -0.908, 1.183], [5.738, -1.382, 3.592], [3.452, 1.006, 4.004], [2.070, 2.115, 4.125], [3.144, 2.213, 2.728], [1.685, -0.746, 4.867], [0.452, -1.607, 3.923], [0.071, -0.030, 4.635], [2.086, -2.050, 1.894], [3.368, -1.365, 2.876], [3.533, 1.191, 0.672], [4.922, 0.459, -0.138], [4.851, 0.533, 1.623], [2.287, -2.186, -0.527], [3.420, -1.164, -1.388], [3.223, 1.446, -1.791], [2.211, 2.365, -0.650], [1.677, 2.143, -2.328], [2.038, -0.492, -3.431], [0.306, -0.065, -3.392], [0.835, -1.689, -2.886], [5.113, -2.121, -0.267], [4.103, -3.076, 0.788], [7.496, -1.085, 0.117], [8.324, -0.987, 1.670], [6.963, 0.097, 1.333], [5.031, -1.966, 4.180], [5.355, -0.371, 3.451], [6.670, -1.323, 4.155], [-0.844, 2.340, 1.699], [-2.597, 3.679, 0.907], [-4.588, 2.188, 1.214], [-3.829, 0.235, -0.159], [-0.120, -3.058, 0.558], [-0.974, -2.680, 1.553], [-1.404, -1.464, 1.732], [-2.214, -1.403, 2.882], [-2.776, -0.255, 3.426], [-3.519, -0.363, 4.587], [-3.705, -1.593, 5.219], [-3.135, -2.741, 4.700], [-2.392, -2.624, 3.534], [-1.516, -3.873, 2.694], [-0.238, -2.549, -0.311], [0.047, -4.045, 0.460], [-2.623, 0.703, 2.955], [-3.962, 0.529, 5.011], [-4.290, -1.651, 6.128], [-3.260, -3.697, 5.191], [-3.359, -1.614, -3.250], [-2.363, -2.487, -2.048], [-1.479, -3.752, -2.968], [-3.461, -3.360, -0.939], [-1.371, -1.578, -1.337], [-3.995, -2.314, -3.794], [-2.699, -1.109, -3.957], [-3.985, -0.877, -2.743], [-2.173, -4.502, -3.351], [-0.758, -4.244, -2.314], [-0.946, -3.304, -3.806], [-4.184, -3.939, -1.516], [-3.988, -2.646, -0.304], [-2.886, -4.037, -0.305], [-3.173, 1.860, -4.829], [-3.562, 2.582, -3.545], [-2.479, 3.418, -3.032], [-2.544, 4.835, -3.398], [-3.474, 5.634, -2.499], [-1.532, 2.910, -2.223], [-0.500, 3.854, -1.682], [-1.448, 1.642, -1.917], [-3.985, 1.216, -5.170], [-2.281, 1.247, -4.683], [-2.954, 2.574, -5.624], [-3.886, 1.892, -2.762], [-4.411, 3.239, -3.732], [-2.884, 4.880, -4.435], [-1.542, 5.258, -3.391], [-4.482, 5.216, -2.499], [-3.538, 6.666, -2.846], [-3.115, 5.638, -1.469], [0.171, 4.177, -2.482], [0.072, 3.354, -0.909], [-0.961, 4.739, -1.247], [-2.189, 1.110, -2.362]]
}

***

- Which value of charge does entry 3 give?
  +1